Entry 1:
{"formula": "C53H48Cl3MnN3O4PSi", "method": "the ωB97M-V functional and the def2-TZVPD basis", "species": ["Mn", "C", "C", "C", "C", "C", "O", "C", "N", "C", "C", "C", "C", "C", "C", "P", "C", "C", "C", "C", "C", "C", "C", "C", "C", "C", "C", "C", "H", "H", "H", "H", "H", "H", "H", "H", "H", "H", "H", "H", "H", "H", "H", "H", "H", "H", "H", "H", "H", "H", "H", "H", "Cl", "C", "C", "C", "Cl", "C", "O", "C", "Cl", "C", "H", "H", "C", "Si", "C", "C", "C", "C", "C", "C", "C", "H", "H", "H", "H", "H", "H", "H", "H", "H", "H", "H", "O", "C", "N", "C", "C", "O", "N", "C", "C", "C", "C", "C", "C", "C", "C", "C", "C", "C", "C", "H", "H", "H", "H", "H", "H", "H", "H", "H", "H", "H"], "positions_angstrom": [[-0.7741, -0.0142, 0.8732], [-1.3954, -4.0134, 1.0050], [-2.4274, -3.4960, 2.0055], [-3.6043, -2.8355, 1.2989], [-1.7919, -2.4951, 3.0073], [-1.3638, -3.1558, 4.3339], [0.0503, -3.0836, 4.3186], [0.4070, -2.3427, 3.2499], [-0.5421, -1.9174, 2.5038], [1.8545, -2.1775, 3.1313], [2.6182, -3.2198, 3.6755], [3.9954, -3.1803, 3.6705], [4.6386, -2.0602, 3.1686], [3.8923, -1.0258, 2.6387], [2.4996, -1.0732, 2.5621], [1.6443, 0.2416, 1.5714], [2.6818, 0.0163, 0.0794], [3.1246, -1.2554, -0.2725], [3.9954, -1.4194, -1.3323], [4.4103, -0.3215, -2.0680], [3.9105, 0.9360, -1.7705], [3.0445, 1.1078, -0.7059], [2.4311, 1.7542, 2.2686], [1.6587, 2.5317, 3.1253], [2.1690, 3.6827, 3.6979], [3.4726, 4.0650, 3.4362], [4.2476, 3.3066, 2.5747], [3.7311, 2.1689, 1.9834], [-1.8681, -4.7002, 0.3058], [-0.5905, -4.5384, 1.5161], [-0.9643, -3.1853, 0.4424], [-2.8066, -4.3515, 2.5803], [-3.2613, -1.9270, 0.8157], [-4.3946, -2.5893, 2.0051], [-4.0229, -3.4977, 0.5457], [-2.4942, -1.6840, 3.1944], [-1.6601, -4.2035, 4.4044], [-1.7348, -2.6186, 5.2128], [2.1138, -4.0819, 4.0854], [4.5655, -4.0153, 4.0473], [5.7180, -2.0046, 3.1664], [4.4165, -0.1692, 2.2479], [2.7715, -2.1160, 0.2776], [4.3542, -2.4071, -1.5778], [5.1058, -0.4478, -2.8857], [4.2026, 1.7883, -2.3677], [2.6473, 2.0887, -0.4807], [0.6435, 2.2296, 3.3176], [1.5366, 4.2810, 4.3355], [3.8802, 4.9577, 3.8827], [5.2595, 3.6086, 2.3472], [4.3459, 1.6310, 1.2767], [-6.9307, -0.2010, -3.7171], [-5.5804, -0.1283, -2.6520], [-5.4206, 0.9651, -1.8150], [-4.3355, 1.0230, -0.9644], [-4.1031, 2.4368, -0.0002], [-3.3770, -0.0197, -0.8837], [-2.3960, -0.0195, -0.0565], [-3.5787, -1.0957, -1.7930], [-2.3883, -2.3418, -1.8453], [-4.6490, -1.1553, -2.6575], [-6.1354, 1.7714, -1.8282], [-4.7526, -1.9980, -3.3211], [-1.2090, 0.8915, 4.4492], [-1.9421, 1.1660, 2.6440], [-3.8091, 0.7550, 3.0607], [-1.9503, 3.1053, 2.4025], [-0.9764, 3.7241, 1.6186], [-0.9670, 5.0944, 1.4244], [-1.9441, 5.8838, 2.0040], [-2.9145, 5.2908, 2.7914], [-2.9145, 3.9213, 2.9926], [-1.1952, 1.8415, 4.9728], [-0.2051, 0.4762, 4.4644], [-1.8490, 0.2229, 5.0143], [-4.0548, 1.1803, 4.0301], [-4.0003, -0.3114, 3.1278], [-4.4978, 1.1578, 2.3270], [-0.2253, 3.1169, 1.1356], [-0.1990, 5.5478, 0.8136], [-1.9578, 6.9515, 1.8372], [-3.6782, 5.9001, 3.2536], [-3.6809, 3.4960, 3.6221], [0.0052, 1.6872, -0.5404], [0.2021, 0.7941, -1.3811], [0.5119, 1.0211, -2.6759], [0.6406, -0.2281, -3.3894], [0.5314, -1.2170, -2.1840], [0.7287, -2.4118, -2.2513], [0.2045, -0.5185, -1.0805], [-0.4784, -0.4462, -4.4036], [-0.9747, 0.6293, -5.1315], [-1.9550, 0.4420, -6.0903], [-2.4664, -0.8217, -6.3256], [-1.9737, -1.8964, -5.6082], [-0.9721, -1.7163, -4.6691], [1.9396, -0.3473, -4.1639], [2.4578, -1.5928, -4.4931], [3.6079, -1.6947, -5.2550], [4.2510, -0.5581, -5.7145], [3.7391, 0.6859, -5.3907], [2.5905, 0.7910, -4.6260], [0.4209, 1.9308, -3.0916], [-0.5874, 1.6252, -4.9732], [-2.3157, 1.2874, -6.6586], [-3.2359, -0.9686, -7.0707], [-2.3675, -2.8872, -5.7793], [-0.5748, -2.5674, -4.1388], [1.9716, -2.4846, -4.1353], [4.0015, -2.6710, -5.4936], [5.1376, -0.6413, -6.3270], [4.2315, 1.5819, -5.7419], [2.2041, 1.7726, -4.3930]], "forces_ev_per_a": [[0.4, -0.7, -0.9], [-0.2, 0.1, 0.1], [0.0, 0.1, -0.1], [0.1, -0.2, 0.1], [-0.3, -0.5, 0.3], [-0.7, 0.1, 0.0], [0.6, -0.1, 0.0], [-0.8, 0.2, -0.2], [0.4, 0.4, -0.2], [0.6, 0.1, 0.0], [0.0, -0.1, 0.0], [0.0, 0.1, -0.1], [-0.1, 0.0, 0.0], [0.0, 0.0, 0.0], [-0.4, -0.2, 0.3], [1.3, 0.2, 0.2], [0.0, 0.0, -0.2], [-0.1, 0.1, 0.0], [0.1, 0.0, 0.0], [0.1, 0.0, 0.1], [0.2, 0.0, 0.0], [0.0, -0.1, 0.1], [-0.5, 0.0, 0.0], [0.1, -0.2, -0.2], [0.0, 0.1, 0.1], [-0.1, 0.0, 0.0], [0.1, 0.0, 0.0], [0.1, 0.0, 0.0], [0.0, -0.1, -0.1], [0.2, -0.1, 0.0], [0.0, -0.2, -0.1], [0.1, 0.1, 0.0], [-0.1, 0.1, -0.1], [-0.1, 0.1, 0.1], [0.0, 0.0, -0.1], [0.0, 0.0, 0.0], [0.0, 0.1, 0.0], [0.1, -0.1, -0.1], [0.0, 0.0, 0.0], [0.0, -0.1, 0.1], [0.0, 0.1, 0.0], [0.0, 0.0, -0.1], [0.1, -0.1, 0.0], [0.0, -0.1, -0.1], [0.0, 0.0, -0.1], [0.0, 0.0, 0.0], [0.0, 0.0, 0.0], [-0.1, 0.1, 0.1], [0.0, 0.1, 0.1], [0.0, 0.1, 0.1], [0.1, 0.0, 0.0], [0.0, 0.0, 0.0], [-0.4, 0.0, -0.3], [0.4, 0.0, 0.3], [-0.1, -0.2, -0.2], [0.4, -0.5, -0.1], [0.0, 0.1, 0.0], [-1.1, -0.1, -0.9], [0.5, 0.1, 0.9], [0.1, 0.5, 0.3], [-0.1, -0.2, 0.1], [-0.2, 0.2, 0.0], [-0.1, 0.1, 0.0], [0.0, -0.1, -0.1], [0.1, -0.2, -1.0], [-1.4, 1.5, 2.4], [0.8, -0.1, -0.7], [0.4, -0.9, -0.2], [0.0, -0.2, 0.0], [0.1, 0.1, 0.0], [0.0, 0.1, -0.1], [-0.1, 0.1, 0.1], [0.0, -0.2, 0.1], [0.0, 0.3, 0.0], [0.2, 0.0, 0.1], [-0.2, -0.2, 0.0], [0.2, 0.2, 0.2], [0.0, -0.2, 0.0], [0.0, 0.1, -0.1], [0.0, 0.1, -0.1], [0.1, 0.0, -0.1], [0.0, 0.1, 0.0], [-0.1, 0.0, 0.0], [-0.2, -0.1, 0.1], [-0.3, -0.1, 0.5], [0.3, 0.4, -0.7], [0.0, 0.1, -0.2], [0.0, -0.1, -0.2], [0.1, -0.3, -0.3], [0.0, -0.1, 0.0], [-0.4, 0.2, 0.9], [-0.3, -0.1, 0.0], [0.0, -0.1, 0.1], [0.0, 0.1, -0.1], [-0.1, 0.0, -0.1], [0.0, -0.1, 0.0], [0.1, 0.0, 0.0], [0.3, 0.1, 0.0], [0.0, 0.0, 0.0], [0.0, 0.0, 0.0], [0.1, 0.0, 0.0], [0.0, 0.1, -0.1], [-0.2, -0.1, 0.0], [-0.1, 0.0, 0.1], [0.0, 0.1, 0.0], [0.0, 0.1, 0.0], [0.0, 0.0, 0.0], [0.0, -0.1, 0.0], [0.0, 0.0, 0.1], [-0.1, -0.1, 0.1], [0.0, -0.1, 0.0], [0.1, 0.0, 0.0], [0.0, 0.1, 0.0], [0.0, 0.1, 0.1]], "molar_mass_g_mol": 1011.3, "s2": 6.329, "lumo_energy_ev": [-1.111, -0.153], "gap_ev": [6.45, 7.49], "spin_multiplicity": 5}

Entry 2:
{"formula": "C9H59MgN4O30", "method": "the ωB97M-V functional and the def2-TZVPD basis", "species": ["Mg", "N", "O", "O", "O", "N", "O", "O", "O", "N", "O", "O", "O", "C", "C", "C", "C", "C", "C", "N", "O", "C", "C", "C", "H", "H", "H", "H", "H", "H", "H", "H", "H", "H", "H", "H", "H", "H", "H", "H", "H", "H", "H", "O", "H", "H", "O", "H", "H", "O", "H", "H", "O", "H", "H", "O", "H", "H", "O", "H", "H", "O", "H", "H", "O", "H", "H", "O", "H", "H", "O", "H", "H", "O", "H", "H", "O", "H", "H", "O", "H", "H", "O", "H", "H", "O", "H", "H", "O", "H", "H", "O", "H", "H", "O", "H", "H", "O", "H", "H", "O", "H", "H"], "positions_angstrom": [[-5.2402, 0.9905, -2.2218], [-5.8195, -1.5504, -0.3361], [-5.5618, -1.2189, 0.7906], [-5.5367, -0.7689, -1.2492], [-6.3499, -2.6528, -0.6212], [-5.5365, 3.8376, -3.6071], [-5.1042, 2.7429, -3.4357], [-6.2136, 4.2825, -2.7215], [-5.5148, 4.3064, -4.7441], [-0.7420, 0.9749, -0.5405], [-0.2891, 0.2576, 0.3841], [-0.5132, 2.1924, -0.5802], [-1.1222, 0.3860, -1.5594], [5.0505, -5.5737, 0.8732], [4.7063, -4.3926, 1.7939], [4.9127, -3.0630, 0.9256], [3.8542, -3.0183, -0.1336], [2.4684, -3.0481, 0.4401], [2.1422, -4.2214, 1.4001], [3.3539, -4.4663, 2.3353], [3.2277, -5.6147, 3.1736], [0.8713, -3.8080, 2.2892], [1.5906, -5.4430, 0.6270], [5.7306, -4.1107, 2.9617], [4.3240, -5.8542, 0.1106], [5.1367, -6.4685, 1.4897], [6.0213, -5.4772, 0.3871], [4.8500, -2.1660, 1.5417], [5.9131, -2.9970, 0.4980], [4.0601, -3.6812, -0.9740], [3.8893, -2.0030, -0.5287], [1.9593, -3.1347, -0.5198], [2.2797, -2.0780, 0.9000], [1.1780, -2.9354, 2.8659], [0.0331, -3.5509, 1.6416], [0.6205, -4.6021, 2.9924], [0.6966, -5.1509, 0.0761], [2.2646, -5.8139, -0.1452], [1.3634, -6.2776, 1.2903], [6.7177, -3.8487, 2.5808], [5.8082, -4.9939, 3.5957], [5.4097, -3.2557, 3.5568], [2.8967, -5.2401, 3.9932], [-0.6251, 4.2736, 2.3731], [-0.5923, 4.0486, 3.3029], [-0.7627, 3.4373, 1.9284], [-2.2812, 6.4523, -2.2360], [-1.6528, 6.7331, -2.9012], [-2.3593, 7.2032, -1.6475], [-2.2957, -4.1178, 1.6633], [-3.1105, -4.5205, 1.3632], [-2.4570, -3.9061, 2.5827], [-2.6466, -2.5131, -1.1212], [-2.6170, -1.5844, -0.8915], [-1.9390, -2.9088, -0.6124], [-2.6738, 3.9034, -1.2689], [-1.8545, 3.4357, -1.4311], [-2.5131, 4.7890, -1.5946], [-1.1986, 0.5772, 3.2138], [-1.4366, -0.3351, 3.3792], [-0.6955, 0.5503, 2.4000], [-0.4988, 6.1568, 0.5052], [0.0565, 5.5019, 0.0822], [-0.9551, 5.6751, 1.1951], [0.8535, -1.4266, -2.2031], [0.0573, -1.0363, -1.8426], [0.7936, -2.3530, -1.9697], [1.5755, -0.6849, -4.7088], [1.3917, -1.1672, -3.9027], [2.0359, 0.1022, -4.4179], [1.5028, 4.3336, -0.3058], [2.1411, 4.3130, 0.4071], [1.1776, 3.4352, -0.3629], [-4.0619, 1.8015, -0.9100], [-3.4898, 2.5632, -1.0030], [-3.8730, 1.4651, -0.0339], [-3.4844, 0.7867, 1.5020], [-2.9374, 0.3746, 2.1708], [-4.1501, 0.1299, 1.2982], [-0.6010, 1.2854, -5.2082], [-0.4974, 0.5812, -4.5681], [0.1795, 1.8281, -5.0963], [-3.6957, 0.1163, -3.0366], [-3.7366, -0.7397, -3.4631], [-2.8381, 0.1320, -2.6119], [1.6610, 2.3221, -3.4013], [2.3978, 2.8832, -3.6433], [2.0072, 1.7553, -2.7120], [2.3309, 1.2674, 0.5276], [1.5463, 1.0962, 0.0068], [2.9961, 0.6873, 0.1572], [1.3081, 5.7802, -2.6388], [1.8114, 6.5280, -2.3169], [1.4158, 5.1100, -1.9639], [-4.9488, 4.9656, 0.6159], [-4.2195, 4.6905, 0.0604], [-5.6139, 4.2886, 0.4914], [2.8519, 1.2486, 3.1630], [2.8647, 2.1967, 3.2941], [2.4415, 1.1303, 2.3063], [-1.0764, 2.9223, 4.6844], [-1.4034, 2.1773, 4.1802], [-1.3921, 2.7668, 5.5746]], "forces_ev_per_a": [[0.6, 1.1, 0.1], [-1.7, -3.3, -0.3], [0.5, 0.4, 2.3], [0.3, 2.2, -2.8], [0.7, 1.5, 0.4], [-3.8, 2.6, -2.6], [3.6, -7.6, 1.0], [-1.2, 2.5, 2.4], [0.9, 1.0, -0.2], [2.6, -0.7, -0.6], [-0.7, 0.5, 0.8], [-0.7, 0.3, 0.7], [-1.6, -0.3, -0.8], [0.6, -0.9, 0.8], [1.5, 2.0, -0.8], [-0.9, -1.1, 0.6], [1.1, 1.6, 0.0], [0.1, -1.1, -0.2], [-1.0, -0.5, 0.9], [-1.2, 1.5, -0.8], [-0.2, 0.0, -0.8], [2.1, 0.3, -0.3], [0.9, -0.1, -0.4], [-0.7, -1.2, -0.4], [-0.1, 0.6, 0.1], [0.0, -0.2, 0.1], [0.1, 0.3, 0.0], [-0.3, -0.1, 0.4], [0.1, -0.6, 0.0], [-0.2, -0.3, 0.2], [0.2, 0.1, -0.7], [-1.3, 0.0, 0.6], [-0.3, -0.1, 0.1], [-0.2, 0.2, 0.1], [0.1, -0.2, 0.1], [-0.2, -0.1, -0.2], [-0.2, 0.1, 0.3], [0.2, 0.0, 0.0], [0.0, 0.1, 0.1], [0.0, -0.3, -0.2], [0.1, 0.1, 0.2], [-0.3, -0.1, -0.1], [0.0, 0.1, 0.1], [0.2, 0.1, -0.3], [-0.2, -0.1, 0.6], [-0.1, -0.2, -0.3], [-0.3, 0.0, -0.2], [0.3, -0.2, -0.2], [0.0, 0.0, 0.4], [0.3, 0.0, -0.1], [-0.3, 0.0, -0.2], [0.0, 0.1, 0.2], [-0.2, -0.2, -0.4], [0.1, 0.4, 0.2], [0.1, -0.1, 0.3], [-0.1, -0.5, 0.3], [0.6, -0.2, 0.1], [-0.1, 1.0, -0.4], [-0.5, -0.1, 0.4], [0.2, -0.3, 0.2], [0.4, 0.1, -0.8], [-0.3, 1.1, -0.5], [0.2, -0.2, 0.0], [0.0, -0.2, 0.3], [0.7, -0.4, 0.0], [-0.7, 0.6, 0.2], [0.0, -0.2, 0.1], [0.3, -0.1, -0.8], [-0.2, -0.1, 0.5], [0.0, 0.3, 0.0], [0.3, 0.0, -0.2], [0.1, 0.1, 0.2], [-0.4, -0.5, 0.0], [-0.9, -1.0, 0.1], [0.3, 1.6, -0.6], [0.2, -0.3, 0.8], [-0.1, 0.2, -0.1], [0.5, 0.3, 0.2], [-0.7, -0.6, -0.1], [-0.6, 0.2, -0.4], [0.3, -0.2, 0.0], [0.2, 0.1, 0.2], [-0.1, -0.5, -0.9], [-0.1, -0.3, -0.2], [0.7, 0.5, 0.5], [-0.1, -0.2, -0.2], [0.2, 0.4, -0.1], [0.0, -0.2, 0.3], [0.4, 0.4, -0.3], [-0.6, -0.3, 0.1], [0.3, -0.2, 0.0], [-0.1, 0.3, -0.9], [0.0, 0.2, 0.1], [0.0, -0.3, 0.5], [-0.1, 0.2, 0.4], [0.3, -0.1, -0.2], [-0.1, -0.1, -0.2], [0.3, -0.2, 0.8], [-0.1, 0.2, 0.1], [-0.2, 0.0, -0.5], [0.1, 0.4, 0.5], [0.0, -0.6, -0.4], [0.0, 0.1, 0.2]], "molar_mass_g_mol": 727.9, "lumo_energy_ev": 1.550, "gap_ev": 8.08, "total_charge": -1, "spin_multiplicity": 1}

Entry 3:
{"formula": "C2HF2LiO", "method": "the ωB97M-V functional and the def2-TZVPD basis", "species": ["F", "C", "C", "O", "H", "F", "Li"], "positions_angstrom": [[-0.1882, 1.5731, 0.9217], [-0.5468, -0.6099, -0.2544], [-0.6144, 0.8199, -0.0769], [0.3911, 0.3095, -0.8559], [-1.0757, -1.3015, -0.9075], [-0.0956, -1.1035, 0.9517], [2.1297, 0.3125, 0.2213]], "forces_ev_per_a": [[-0.3, -0.6, 0.3], [-0.2, 0.3, 2.2], [-1.0, 1.6, -1.4], [1.2, -0.6, 0.0], [0.0, 0.2, 0.3], [0.4, -0.8, -1.2], [-0.2, 0.0, -0.1]], "molar_mass_g_mol": 86.0, "s2": 0.752, "lumo_energy_ev": [-4.864, -5.361], "gap_ev": [9.68, 12.18], "total_charge": 1, "spin_multiplicity": 2}